# 1
C20H28AgNOSi as an isolated structure, computed with ωB97M-V/def2-TZVPD.

Geometry as XYZ:
```
52
Properties=species:S:1:pos:R:3:forces:R:3
H -1.76645 -5.24368 1.97173 0.0807 0.0001 -0.0578
H 5.31101 0.99640 -0.86927 -0.0081 -0.0220 0.0305
H -0.89282 2.82330 2.75559 0.0108 -0.0690 -0.0183
C -2.03097 -4.19756 1.78952 -0.0685 0.2291 -0.0913
H 1.79009 -3.18744 1.29540 0.0203 0.0160 0.0404
H 4.08493 0.47880 1.22601 -0.1480 -0.1280 0.2737
O -1.05443 1.13490 0.85148 -0.0627 0.0554 0.0812
C -0.39565 5.18576 0.36875 0.0311 0.2821 -0.1561
H -4.87944 -1.54324 -1.53684 0.0182 -0.0245 0.0111
C -2.06288 0.46091 0.18915 -0.3370 -0.0236 -0.2162
H 0.87316 -3.26606 2.79906 0.0216 0.0250 -0.0007
C 3.16995 0.62179 -0.68236 0.0128 -0.0359 0.2598
H -0.21798 6.24949 0.25375 0.0182 -0.0169 0.0204
C -0.49773 -4.20498 -0.82401 -0.0739 0.2894 -0.0172
C -0.46320 4.37228 -0.75550 -0.1090 -0.3105 0.1671
H -0.32074 -5.27474 -0.67818 0.0037 0.0059 0.1156
C -1.94072 -0.96464 0.16188 0.4064 -0.2359 0.2177
C 2.85414 2.13213 -0.58107 -0.0118 -0.0089 -0.1322
C -3.00929 -1.62854 -0.49566 -0.1110 0.0064 -0.0699
H 3.65524 2.63830 -0.03590 -0.0034 0.0094 0.0148
C -0.69344 3.00892 -0.61523 0.0381 0.3106 -0.2261
H 2.33524 -1.08447 -1.71934 -0.0229 -0.0150 0.0285
Ag 1.37708 -0.46203 1.51594 0.0841 0.0811 -0.3716
H -3.23018 2.18686 -0.26321 0.0438 0.0496 0.0201
H -2.98795 -4.17895 1.25915 0.0058 -0.0160 0.0170
N -0.89290 -1.58978 0.73101 0.0324 0.3535 0.1012
H 4.45364 0.96389 -2.42794 0.0546 0.0278 -0.0211
H 2.74317 2.61197 -1.57260 0.0184 0.0301 0.0030
C -4.09782 -0.97133 -1.04502 -0.0093 0.0212 0.0040
Si -0.65969 -3.25250 0.83079 0.2644 -0.7523 0.2118
C -0.54342 4.63747 1.63094 -0.1101 -0.3206 0.0818
H -0.33616 4.79287 -1.74485 0.0612 0.0040 -0.0083
C 2.09961 -0.02775 -1.57141 0.0729 0.0818 0.0165
H 1.08953 -4.73292 1.82787 -0.0534 -0.0178 -0.0197
H 1.11682 0.02942 -1.09533 -0.0328 -0.0029 -0.0057
C 4.51317 0.49999 -1.43045 -0.0318 0.0017 -0.0580
C -0.78449 3.27421 1.77952 0.0512 0.3195 -0.0879
C 0.92447 -3.65053 1.77681 -0.1462 0.0547 -0.1257
C -3.16484 1.10897 -0.33744 0.1704 0.0483 0.1050
H -2.19246 -3.71925 2.76038 0.0190 0.0053 0.0003
H 2.04326 0.46484 -2.55385 -0.0071 -0.0083 -0.0034
H 0.34308 -3.79962 -1.39394 0.0102 0.0072 0.0210
H -0.71682 2.36290 -1.48235 -0.0309 -0.0732 0.0371
C -4.19445 0.40789 -0.96682 -0.0929 0.0256 -0.0521
H 4.78253 -0.55122 -1.54722 -0.0092 -0.0014 0.0260
C -0.87192 2.46976 0.65079 -0.0330 -0.2561 0.1594
H 1.93483 2.27222 -0.01522 -0.0222 0.0147 0.0168
H -2.96020 -2.70899 -0.56132 -0.0084 0.0190 -0.0110
C 3.28154 -0.05827 0.69229 -0.0774 -0.0258 -0.3388
H -0.48372 5.26640 2.51089 0.0466 0.0098 0.0036
H -1.39103 -4.09538 -1.44626 0.0139 -0.0142 0.0045
H -5.04267 0.94120 -1.38010 0.0104 -0.0054 -0.0009
```
Positions in Å, forces in eV/Å.

Computed properties:
**E**: -36605.74263 eV
**Total charge**: -2
**ΔE to the lowest compared entry with this formula, charge and spin**: 33.0 kcal/mol
**Frontier orbital gap**: 2.914 eV

Atomic partial charges in e from the Mulliken method, atoms 1 to 6: H 0.2865; H 0.4112; H 0.3768; C -1.1488; H 0.3686; H 0.2821

***

# 2
One molecule with the formula C25H41N5O6, computed with ωB97M-V/def2-TZVPD.

Geometry as XYZ:
```
77
Properties=species:S:1:pos:R:3:forces:R:3
O 1.31019 2.91020 -0.32962 -0.1283 0.0789 0.0415
H -4.35329 1.26184 -2.99055 0.1068 0.0285 -0.0803
C 1.95524 2.12273 0.30932 0.4967 0.1194 -0.2053
N 4.57947 -2.09889 0.89757 0.2244 0.2642 -0.0029
H -1.43985 -1.38299 -1.08895 0.0108 0.1049 -0.0581
C 5.04420 2.19623 -1.99717 -0.1240 -0.2369 -0.1641
H 5.67936 -3.75967 1.57801 0.1443 -0.1840 0.0804
O 1.64586 -0.51283 -0.41649 -0.0716 0.1725 -0.2191
H -4.70023 3.18839 -0.61840 -0.0506 0.1184 -0.0710
H -1.72101 1.10720 1.38282 -0.1229 -0.0395 0.1010
H -0.88312 2.12297 0.19892 -0.0566 -0.0116 -0.0404
H -7.10724 0.28389 -0.66611 -0.0935 -0.0519 -0.0644
H -1.38028 -1.45081 1.54465 0.0311 0.0687 0.0308
H 0.45210 -0.28999 2.78614 -0.0150 -0.1493 -0.0324
C -0.76143 1.31780 0.91791 0.2156 0.1112 -0.0043
H 0.77777 3.38916 3.23338 0.0419 0.0230 0.1114
O -4.49401 -0.17463 -0.85861 0.1022 -0.0926 -0.1308
C -5.13965 1.11396 -0.98598 -0.2926 0.6193 -0.0143
H -6.36257 0.96524 0.78628 -0.0529 0.0344 0.0301
C -4.20137 -0.67507 0.35348 -0.0949 -0.2726 0.0263
C 5.98032 1.03786 -1.65748 -0.0409 0.3101 -0.0168
C -1.72692 -2.43597 -1.05124 -0.1369 -0.3035 0.1099
C 5.09640 2.48731 -3.49622 0.0388 0.0878 0.2992
C 0.26327 1.70199 1.98388 -0.5339 0.1119 0.1974
C 2.75074 -0.66916 0.09973 0.2407 0.1291 0.0876
H -5.80493 2.23320 -2.70633 -0.0530 0.1112 -0.0135
H 4.43944 3.31573 -3.74935 -0.0773 0.0840 -0.0916
O 1.61373 1.56684 1.45545 -0.0375 -0.0517 0.4562
C -6.49697 1.09939 -0.28339 0.2855 -0.1667 0.0198
H 6.11177 0.93349 -0.58367 0.0765 -0.1005 0.1260
H -1.23563 -4.16858 0.16260 -0.0422 0.1307 -0.0302
C -4.24475 2.22045 -0.42923 -0.0609 -0.3181 0.0346
H 6.10773 2.74574 -3.80148 0.1007 0.0155 -0.0883
C 3.38457 1.69207 -0.09020 -0.5084 0.0176 -0.4038
H 0.97804 0.98113 3.88962 0.0724 0.0222 0.1023
H -4.11659 2.09310 0.64169 0.0223 0.0599 0.0330
N 0.34726 -2.84966 0.14612 -0.0488 0.0670 -0.1170
H -3.62024 -2.07933 2.31756 0.0200 -0.1739 -0.0854
H 5.58823 0.10254 -2.05038 -0.0364 -0.1617 -0.0349
H -3.55626 -3.58949 -0.97510 -0.0088 0.0369 -0.0600
C 0.04265 3.13113 2.47392 0.2155 -0.1959 -0.1833
C 4.74669 -3.34055 1.25747 0.1088 -0.0212 0.0392
C -5.32047 1.28468 -2.49544 0.1290 -0.2142 0.3980
C 2.62634 -3.19395 0.72561 0.2211 0.4520 -0.0163
H -0.75050 0.71509 3.61217 -0.1218 0.0053 0.0436
H -7.01139 2.03963 -0.46093 -0.0640 0.1039 -0.0632
C 3.59588 1.90978 -1.59368 0.1613 0.3413 0.1961
C 3.26102 -1.97223 0.55629 -0.1355 -0.9279 0.1254
C -3.25191 -2.53707 -0.96844 0.1814 0.1348 -0.3670
N 3.59809 -4.03981 1.17601 -0.2445 0.0149 -0.0899
C -3.19828 -2.58461 1.44780 0.1114 0.1969 0.3979
H 0.67450 -1.92086 -0.13944 0.0959 -0.1289 0.0275
H 2.96851 2.75316 -1.88916 0.0323 -0.0775 -0.0297
H 4.78009 1.61345 -4.06130 -0.0437 -0.1201 -0.1096
H -5.93153 0.47784 -2.89179 -0.0898 -0.0696 -0.0619
H 5.38412 3.08992 -1.46063 -0.0278 0.0047 0.0108
H 0.13223 3.82826 1.64487 -0.0395 0.0479 -0.0206
H 3.23014 1.02734 -2.12188 -0.0583 -0.0331 -0.0473
H -1.37093 -2.92004 -1.96126 0.0657 0.0142 -0.0394
H -1.27760 -3.03821 2.32503 0.0691 0.0141 0.0363
H 6.96073 1.20853 -2.09728 0.1335 -0.0264 0.0047
C -1.67358 -2.49835 1.46396 -0.2072 -0.3003 -0.1653
H -0.95272 3.21730 2.90023 -0.1240 0.0046 0.0793
N -3.72319 -1.94444 0.26200 -0.0835 -0.1287 -0.0994
H -0.41028 0.43734 0.38425 -0.0576 -0.0960 -0.0279
C 0.23092 0.71143 3.14747 0.1836 0.2358 -0.3449
N 3.61948 0.32628 0.31696 0.3019 -0.0302 0.0977
H 4.06677 2.33369 0.47949 -0.0621 -0.0755 -0.0106
C 1.23895 -3.70967 0.64851 -0.1756 0.2394 -0.1754
H -3.71668 -2.02766 -1.81100 0.0349 -0.1803 0.0644
H 4.51223 0.05164 0.70142 -0.0806 0.0160 -0.0075
C -1.07994 -3.08321 0.17359 -0.0878 0.0094 0.1538
O -4.37142 -0.10999 1.41200 -0.0285 0.3379 0.2150
O 0.99290 -4.84174 1.04311 0.0431 -0.2673 0.1395
H -3.52031 -3.63076 1.44478 -0.0159 0.0184 0.0267
H 3.40852 -5.00497 1.40527 0.0048 0.0498 0.0151
H -3.26937 2.18824 -0.90917 0.1114 0.0390 -0.0702
```
Positions in Å, forces in eV/Å.

Computed properties:
**E**: -46330.29275 eV
**Total charge**: 0
**SMILES**: CC(C)C[C@H](NC(=O)c1nc[nH]c1C(=O)NC1CCN(C(=O)OC(C)(C)C)CC1)C(=O)OC(C)(C)C
**ΔE to the lowest compared entry with this formula, charge and spin**: 0.8 kcal/mol
**Frontier orbital gap**: 9.749 eV

Atomic partial charges in e from the Mulliken method, atoms 1 to 6: O -0.6335; H 0.3992; C -0.0436; N -0.6528; H 0.0542; C 0.9491

***

# 3
C22H42LaNOP3S as an isolated structure, computed with ωB97M-V/def2-TZVPD.

Geometry as XYZ:
```
71
Properties=species:S:1:pos:R:3:forces:R:3
S 2.19098 0.42759 0.83901 0.2553 0.0100 0.0535
H -7.83025 5.14723 -1.81193 0.4565 -0.2098 0.1769
H -0.27660 3.68572 4.01435 0.0383 -0.2641 -0.4954
C -0.23234 0.76201 4.42878 0.2429 -0.4005 -0.0607
H -1.22660 4.10737 -0.26975 -0.2160 0.1105 -0.2693
C 0.38898 -2.94043 2.60093 0.1361 0.3589 0.1362
P -0.76378 -2.24357 1.35029 0.1923 -1.4187 0.6130
C -2.37204 -2.33901 2.23337 -0.1227 0.1912 -0.1176
C -6.86488 4.74429 -1.48669 0.4315 -0.3453 0.3258
H -2.00614 3.19308 -1.58648 0.2341 0.3859 0.1047
H 0.47897 -2.23255 3.43754 0.0262 -0.2725 -0.1353
H -2.41630 -1.59824 3.04686 0.0262 -0.2682 -0.2006
H 2.58799 3.56340 -1.45120 -0.0557 0.3209 0.1160
H 1.45287 4.90399 -1.84591 -0.0602 -0.3922 0.1024
H -2.58069 2.37390 3.94288 -0.1378 -0.2666 -0.4110
H 1.03976 3.32721 2.82915 -0.3678 0.2719 0.1131
H 0.13790 -4.09420 0.02037 -0.2720 0.1683 0.1078
O -3.48196 2.59518 -0.44678 1.1586 -1.0203 0.5516
H 0.81512 0.41221 4.42796 -0.4538 0.1195 0.0859
H 1.19985 2.35751 -3.75825 -0.3951 -0.0764 -0.0774
H -2.89773 0.85484 3.01559 -0.2359 0.6211 0.0025
C -4.60278 3.99639 -1.96887 -0.6357 -0.3201 -0.2233
H -0.46114 -0.64773 -3.42540 -0.1351 -0.2424 -0.0477
H 3.85853 -4.91744 0.44477 0.0211 0.1659 0.1666
C -2.32128 -0.97690 -2.45738 0.4224 0.0799 0.3397
C -2.42332 1.85447 2.97995 -0.0575 -0.3258 0.0403
H -2.96033 -1.67039 -1.90235 0.0837 0.1870 -0.2873
H -0.40985 1.57924 -3.51633 0.2555 0.3774 -0.1414
C 2.74896 -3.33949 -0.52209 0.3868 0.7546 -0.0528
C 0.19087 2.48763 -3.34029 0.3877 -0.3328 0.0610
H -2.73374 0.00600 -2.70065 -0.0088 -0.2702 -0.0105
H -3.73549 3.93826 -2.62875 -0.4838 -0.3816 -0.0949
P -0.60461 1.55565 2.82178 -0.8623 1.3323 1.8081
C -1.09077 -1.33414 -2.85821 -0.1847 0.3865 0.4481
H -0.30950 3.34429 -3.81809 0.2756 -0.2748 0.2219
C -5.84027 4.50814 -2.41779 0.3566 0.2543 0.5616
C -6.62453 4.49896 -0.11712 0.6063 0.0440 -0.2620
H -3.44782 2.16825 0.41885 -1.0914 0.7100 0.0051
H 2.45529 -3.93121 -1.37892 0.0467 -0.1988 0.0675
H -3.18971 -2.12622 1.52897 0.1077 -0.1220 0.2325
H -0.58309 3.87155 2.23941 0.3568 0.0030 0.3609
C 1.60842 4.00527 -1.23137 0.6710 -0.4117 0.0962
N 3.57439 -1.74180 1.56016 -0.7446 -0.9580 -0.8126
C 2.38089 -1.99397 -0.49603 -0.0423 -0.3385 0.5986
C -1.13859 3.79899 -1.32044 -0.2632 -0.3826 0.2220
H -2.85526 2.49787 2.17721 0.3776 -0.4682 0.5918
La -0.50205 0.49774 0.18281 -0.1855 -0.2002 -1.1858
C 3.55323 -3.87752 0.49286 -0.1741 0.2046 0.1380
H -0.90726 -0.10409 4.54237 0.3390 0.2759 0.0927
C 3.95581 -3.06589 1.54005 -0.2527 0.7858 -0.5010
H -1.20172 -3.27248 -0.81603 0.0060 -0.2718 0.2764
H -0.37960 1.45573 5.28020 -0.0118 -0.2768 -0.5732
P 0.33367 2.74021 -1.52265 -0.2787 1.8416 -1.2053
H -0.69315 -2.32539 -2.65376 -0.0482 0.1132 -0.1632
H -5.98953 4.72479 -3.48704 0.1748 0.0426 0.6913
H 1.38761 -3.09817 2.16806 -0.4159 0.0351 0.1064
H -5.12685 3.77457 1.37484 -0.6432 -0.1515 -0.3660
C -5.41585 3.90930 0.32262 0.0750 -0.2203 -0.8323
C -0.84901 -3.63444 0.15906 -0.2358 0.0861 -0.3287
C 2.72145 -1.20483 0.60522 0.9161 -0.2371 0.6873
H 1.80515 -1.51902 -1.28951 0.1719 -0.2935 0.0681
H 4.56951 -3.41622 2.36596 -0.0197 0.1689 -0.1837
C -0.04671 3.28785 3.00845 0.5034 -0.0564 -0.4131
H -2.51426 -3.34504 2.65618 0.0206 0.3168 -0.1366
H 0.00956 -3.90164 2.97881 0.0528 0.3021 -0.1489
H 3.87043 -1.14744 2.33839 -0.1284 -0.1848 -0.3093
H -1.54963 -4.38975 0.53246 0.1752 0.0573 -0.1006
H 1.57878 4.29168 -0.16929 0.0614 -0.0601 -0.3080
H -1.13699 4.67819 -1.97530 0.3806 -0.1266 0.1824
H -7.38372 4.77072 0.61152 0.1825 -0.0295 -0.0872
C -4.49249 3.51475 -0.66245 -1.3925 0.9879 -0.0106
```
Positions in Å, forces in eV/Å.

Computed properties:
**E**: -66569.55483 eV
**Total charge**: +3
**ΔE to the lowest compared entry with this formula, charge and spin**: 27.0 kcal/mol
**Frontier orbital gap**: 5.212 eV

Atomic partial charges in e from the Mulliken method, atoms 1 to 6: S -0.4709; H 0.4019; H 0.4511; C -1.1880; H 0.2917; C -0.8952

***

# 4
A 2-piece molecular cluster, C10H16 overall, computed with ωB97M-V/def2-TZVPD.

Geometry as XYZ:
```
26
Properties=species:S:1:pos:R:3:forces:R:3
H 1.11084 2.60377 1.10968 4.1330 4.5441 1.6034
C 0.20272 1.87379 -1.86933 0.9256 -0.5598 0.6568
H -1.90457 1.89469 0.69742 0.4543 -0.6086 -0.2714
H 1.25133 -0.52414 0.45930 -0.5673 1.0162 -3.1681
H 1.22599 -1.99345 1.51696 -1.0494 0.1537 -0.5291
C -1.00936 -2.34919 1.44249 -1.1481 -1.4154 1.4752
H 0.26051 -0.79825 -3.87309 -0.4216 -0.9084 -0.2406
C 0.65003 1.25630 -0.71228 0.0733 1.0013 4.6149
C 0.98278 -0.07610 -0.62499 -0.6390 -1.2369 1.3287
H 0.72884 -2.40823 2.92507 -0.7749 0.1424 2.9313
H -1.07598 3.39739 0.70166 -0.3700 2.6495 -0.7934
H -1.54424 -3.34758 1.38364 0.5727 0.9734 0.4287
C 0.26984 -0.31342 -2.92557 0.8708 2.9099 -0.4373
C 0.36671 -2.54596 1.97188 2.9061 -0.7355 -3.3120
C 0.19337 1.11041 -3.00860 -0.4259 -0.1554 -2.4614
C 0.51397 1.90317 0.84358 -7.3726 -6.4198 -3.8447
H -0.02007 2.90873 -1.79898 -0.2234 0.8055 -0.4205
C -1.03593 2.43854 1.05233 2.7430 -1.9766 2.0441
H 0.10989 1.61302 -4.05768 -0.1894 -1.0110 2.0681
H 0.66089 -3.52799 1.67143 0.4767 -1.0370 0.1890
H -1.02625 2.43174 2.16853 -0.7254 0.4359 -0.7186
C 0.63946 -0.86884 -1.73165 0.3398 1.3988 0.8228
H 0.55045 -1.87645 -1.58666 0.3517 -2.7159 0.0971
H 0.44947 1.02556 1.56475 1.0588 1.0262 -1.0731
H -1.47227 -1.80093 2.26024 -1.0377 0.6684 -0.9095
H -1.07841 -2.02656 0.41988 0.0391 1.0548 -0.0801
```
Positions in Å, forces in eV/Å.

Computed properties:
**E**: -10626.26312 eV
**Total charge**: 0
**SMILES**: CCc1ccccc1.CC
**ΔE to the lowest compared entry with this formula, charge and spin**: 80.3 kcal/mol
**Frontier orbital gap**: 10.029 eV

Atomic partial charges in e from the Mulliken method, atoms 1 to 6: H 0.5856; C -0.6683; H 0.3240; H -0.0679; H 0.3082; C -0.7803

***

# 5
A 2-piece molecular cluster, C3H10S2 overall, computed with ωB97M-V/def2-TZVPD.

Geometry as XYZ:
```
15
Properties=species:S:1:pos:R:3:forces:R:3
H 2.00874 1.94484 -1.79887 -0.0564 0.1205 -0.1362
H -0.06032 0.83020 -2.66596 -0.0698 -0.0711 0.0168
H 0.62729 -0.94717 0.99615 0.0548 0.0857 0.0550
H -2.07551 0.29573 1.72388 -0.0447 0.0322 0.0267
C 2.00036 0.90660 -1.49980 0.1048 -0.5255 0.3654
C -1.31311 0.05590 0.98434 -0.1299 -0.3014 0.6127
H -0.91916 1.01737 0.67358 0.0721 0.0189 -0.4419
H -2.88124 -1.56761 0.38824 -0.3135 -0.3008 0.2839
H 0.04228 -0.35506 2.60350 0.2591 0.0062 -0.2167
H -0.64234 -1.78921 1.87102 0.0132 -0.0257 -0.0377
S -2.17045 -0.77012 -0.38846 0.3809 0.4425 -0.4244
C -0.23667 -0.80261 1.64305 -0.3380 0.0010 0.1275
H 2.99924 0.49240 -1.60960 0.0584 0.0295 -0.2085
S 0.86284 -0.12018 -2.47620 0.1227 0.2514 -0.1070
H 1.75803 0.80892 -0.44488 -0.1138 0.2366 0.0845
```
Positions in Å, forces in eV/Å.

Computed properties:
**E**: -24943.29091 eV
**Total charge**: 0
**SMILES**: CCS.CS
**ΔE to the lowest compared entry with this formula, charge and spin**: 9.4 kcal/mol
**Frontier orbital gap**: 9.595 eV

Atomic partial charges in e from the Mulliken method, atoms 1 to 6: H 0.3220; H 0.1016; H 0.2177; H 0.3385; C -0.7250; C -0.5114

***

Calculated max |F| (eV Å⁻¹), listed in the same order as above: 0.8 0.9 2.4 10.5 0.7